Molecular formula: C3H9N3O2
Method: DFT, the ωB97M-V functional and the def2-TZVPD basis

The value obtained for the orbital gap (spin up / spin down) is 8.2 / 8.9 eV. The calculation puts the total energy at -11815.9303 eV.

Structure (ORCA input):
```
! RIJCOSX wB97M-V def2-TZVPD def2/J DEFGRID3
* xyz 0 1
C 2.12485 0.47198 1.81084
C -0.52128 -1.47634 -1.78667
N -1.06152 -0.33659 0.31226
N 0.76176 0.40350 1.36657
C -0.96177 -0.23102 -1.07972
O -1.58348 0.55050 1.06558
O -1.73743 1.92815 -1.13445
N -1.28450 0.80520 -1.77406
H -1.81260 1.73034 -0.16808
H -0.81711 -1.22721 0.74917
H 0.61561 1.19660 0.73728
H 2.34698 -0.34393 2.50162
H 2.85351 0.46372 0.97982
H 2.30787 1.42586 2.33354
H -0.44677 -1.26848 -2.85073
H 0.45414 -1.80462 -1.42145
H -1.23826 -2.28766 -1.64152
*
```

Here are the natural (NBO) charges for atoms 1 to 8, given in e: -0.493, -0.653, -0.088, -0.453, 0.254, -0.405, -0.535, -0.102



Molecular formula: H3N3
Method: DFT, the ωB97M-V functional and the def2-TZVPD basis

The structure (SMILES) is N#N.N. The value obtained for the orbital gap is 11.5 eV. The calculation puts the total energy at -4519.8388 eV.

Structure (ORCA input):
```
! RIJCOSX wB97M-V def2-TZVPD def2/J DEFGRID3
* xyz 0 1
N 0.53366 0.83022 -0.84281
N -0.26216 1.52013 -1.18947
N -0.26572 -1.68087 1.34460
H -0.72258 -1.32265 2.19498
H 0.37326 -2.46153 1.62124
H 0.30886 -0.90208 0.99752
*
```

natural (NBO) charges in e: -0.013, 0.013, -1.077, 0.357, 0.361, 0.358



Molecular formula: C4H12O3
Method: DFT, the ωB97M-V functional and the def2-TZVPD basis

The structure (SMILES) is CCCC=O.O.O. The value obtained for the orbital gap is 9.8 eV. The calculation puts the total energy at -10482.9663 eV.

Structure (ORCA input):
```
! RIJCOSX wB97M-V def2-TZVPD def2/J DEFGRID3
* xyz 0 1
C -1.54234 0.27732 0.30594
C -0.05585 -0.16290 0.59632
C 0.89673 0.66703 -0.11083
C 2.30900 0.48481 0.22738
O 2.65673 -0.26216 1.15105
H -2.30916 -0.34523 0.70526
H -1.79164 0.31247 -0.68271
H -1.58739 1.39299 0.62328
H 0.09113 -1.26507 0.63121
H 0.08548 0.23219 1.69191
H 0.72321 1.76857 -0.00491
H 0.71029 0.47519 -1.27722
H 3.00857 0.79869 -0.43410
O 1.16382 0.17601 -3.11603
H 0.49940 -0.28229 -3.68389
H 1.46353 0.88876 -3.72820
O -1.87561 -1.72857 2.57549
H -2.11491 -2.45068 1.99652
H -2.33099 -0.97713 2.53356
*
```

Here are the natural (NBO) charges for atoms 1 to 8, given in e: -0.594, -0.398, -0.553, 0.430, -0.537, 0.197, 0.190, 0.195



Molecular formula: C12H16Si
Method: DFT, the ωB97M-V functional and the def2-TZVPD basis

The value obtained for the orbital gap (spin up / spin down) is 6.7 / 6.8 eV. The calculation puts the total energy at -20575.3923 eV.

Structure (ORCA input):
```
! RIJCOSX wB97M-V def2-TZVPD def2/J DEFGRID3
* xyz 0 1
C -2.53056 -2.49341 -1.31814
C -3.48049 -1.50863 -1.03469
C -1.21161 -2.09917 -1.21519
C -3.11968 -0.29636 -0.48061
C -0.79386 -0.74171 -0.93265
C -1.80342 0.14853 -0.52600
C 0.45963 -0.13978 -1.04247
C -1.77928 2.14162 0.98273
C -1.26786 1.35756 0.03243
C -1.12272 3.45711 1.42874
C 2.10177 -0.31604 1.33681
C 2.11269 -2.91385 -0.01628
Si 1.96273 -1.00094 -0.38416
H -2.93185 -3.46189 -1.63590
H -4.54487 -1.94140 -0.99494
H -0.37358 -2.70252 -1.53473
H -3.85934 0.40801 -0.27081
H -0.17500 1.35415 -0.16131
H -2.79356 1.74708 1.43512
H -1.04699 4.12278 0.54331
H -0.25877 3.10368 1.79124
H -1.75617 3.89946 2.19893
H 3.13294 -0.06592 1.27360
H 1.65764 0.58173 1.69207
H 1.91234 -1.16006 2.06648
H 2.65465 -3.53431 -0.83821
H 2.51552 -2.88028 0.98944
H 1.20685 -3.41307 -0.13451
H 3.17396 -0.47481 -1.24466
*
```

Here are the Löwdin charges for atoms 1 to 8, given in e: -0.085, -0.083, -0.024, -0.031, -0.301, -0.197, -0.029, -0.113



Molecular formula: C10H16OS
Method: DFT, the ωB97M-V functional and the def2-TZVPD basis

The structure (SMILES) is CCc1ccc(O)cc1.CSC. The value obtained for the orbital gap is 8.9 eV. The calculation puts the total energy at -23511.4625 eV.

Structure (ORCA input):
```
! RIJCOSX wB97M-V def2-TZVPD def2/J DEFGRID3
* xyz 0 1
C 3.28885 1.13512 -0.87551
C 2.34890 0.00951 -0.41859
C 1.35777 0.34469 0.69101
C 0.85155 -0.69398 1.44902
C -0.30848 -0.50266 2.19021
C -0.86671 0.76095 2.24446
O -2.02284 1.06081 2.91601
C -0.32144 1.81619 1.52311
C 0.76063 1.59682 0.66690
H 4.27609 1.05168 -0.42038
H 2.92656 2.09234 -0.51061
H 3.47905 1.13871 -1.94755
H 1.80870 -0.44833 -1.25151
H 2.99916 -0.79724 -0.07972
H 1.26769 -1.69391 1.45476
H -0.79225 -1.39188 2.58015
H -2.42872 0.28315 3.30618
H -0.79261 2.78888 1.56943
H 1.01522 2.45476 0.06387
C -1.30237 -2.04386 -0.81923
S -1.55165 -0.28969 -1.24911
C -2.86589 -0.39662 -2.41869
H -1.62039 -2.20779 0.19897
H -1.76680 -2.66146 -1.58244
H -0.23944 -2.27069 -0.91392
H -2.91895 0.45695 -3.08447
H -3.86503 -0.52299 -2.00550
H -2.71660 -1.06945 -3.27683
*
```

Here are the natural (NBO) charges for atoms 1 to 8, given in e: -0.609, -0.420, -0.057, -0.185, -0.299, 0.298, -0.676, -0.247



Molecular formula: C8H24KO8
Method: DFT, the ωB97M-V functional and the def2-TZVPD basis

The value obtained for the orbital gap is 10.5 eV. The calculation puts the total energy at -41372.2925 eV.

Structure (ORCA input):
```
! RIJCOSX wB97M-V def2-TZVPD def2/J DEFGRID3
* xyz 1 1
K 12.98864 -16.62820 7.94580
C 16.11891 -16.36954 5.93306
C 16.04907 -17.14813 7.27751
O 14.76113 -17.11462 7.83659
O 15.21225 -16.85054 4.92216
H 17.19185 -16.42423 5.74890
H 15.76430 -15.36384 6.15868
H 16.79256 -16.82985 8.00828
H 16.32145 -18.19037 7.11125
H 14.30776 -17.78709 7.32295
H 15.58476 -16.36460 4.18277
C 11.99962 -16.77591 10.64290
C 12.81400 -18.05978 10.72055
O 14.11909 -17.86226 10.02493
O 11.64782 -16.28186 9.32750
H 12.54580 -16.04052 11.23367
H 11.08215 -17.03147 11.17301
H 12.32982 -18.95709 10.33519
H 13.06063 -18.38471 11.73134
H 14.75702 -18.48741 10.37685
H 11.34052 -15.37420 9.38509
C 11.97176 -17.89118 4.21069
C 12.08347 -17.41234 5.60499
O 13.34248 -16.89719 6.10898
O 13.18350 -18.58003 3.87632
H 12.02444 -17.07821 3.48653
H 11.06100 -18.48672 4.27327
H 11.84774 -18.22576 6.29119
H 11.37879 -16.60962 5.82207
H 14.02304 -17.19911 5.50295
H 12.83958 -19.45078 3.66392
C 11.83271 -14.56489 5.76308
C 13.00613 -14.37543 6.76187
O 12.79036 -14.59197 8.10622
O 10.82909 -13.63894 6.15276
H 11.42473 -15.57441 5.81349
H 12.14948 -14.38960 4.73496
H 13.36834 -13.34998 6.68876
H 13.89129 -15.00273 6.65660
H 12.38752 -13.77049 8.39685
H 11.29045 -12.79852 6.20212
*
```

Here are the Löwdin charges for atoms 1 to 8, given in e: 1.130, -0.141, -0.161, -0.327, -0.033, 0.137, 0.120, 0.140



Results for energy relative to the best compared isomer or geometry (same formula, charge and spin): 784.33; 7.01; 209.63; 629.91; 85.93; 1218.13 (in kJ/mol, following the order of the records).